Formula: C3H8NO2
Source: the OMol25 dataset
Level of theory: wB97M-V/def2-TZVPD

Its HOMO-LUMO gap is 8.37 eV. The calculation puts the total energy at -8826.9393 eV.

Geometry as ORCA input:
```
! wB97M-V def2-TZVPD RIJCOSX def2/J DEFGRID3
* xyz -1 1
O 0.86411 -1.75981 -0.46085
O 1.41087 -0.83794 1.53924
N -0.47041 0.87157 0.44944
C 1.48708 -1.72011 0.61299
C -1.62199 0.12581 -0.02923
C 0.32262 1.37558 -0.66644
H -2.17801 -0.34442 0.80947
H -1.34953 -0.69279 -0.74169
H -0.33563 1.96942 -1.33228
H 2.13658 -2.59780 0.88275
H -2.29732 0.81676 -0.51169
H 1.09931 2.01939 -0.29879
H 0.15389 0.20732 0.98991
H 0.77844 0.56701 -1.24283
*
```